(1)
Molecular formula: C4H10Br2N
Method: DFT, the ωB97M-V functional and the def2-TZVPD basis

Results
charge: +1
energy relative to the best compared isomer or geometry (same formula, charge and spin): 2.5189 eV
E_LUMO (spin up / spin down): -4.47 / -4.71 eV
HOMO-LUMO gap (spin up / spin down): 9.15 / 7.71 eV
E: -145874.9640 eV

Geometry (Å):
C  -0.066  -0.322  1.508
C  1.241  0.692  -0.304
C  -0.564  -0.825  -0.797
C  -3.308  0.114  -0.780
N  -0.076  0.152  0.108
Br  -2.836  1.793  -0.130
Br  -4.128  -1.104  0.369
H  -1.059  -0.669  1.787
H  0.641  -1.142  1.619
H  0.221  0.489  2.174
H  1.966  -0.121  -0.369
H  1.159  1.171  -1.279
H  1.591  1.424  0.423
H  -0.893  -1.773  -0.423
H  -0.388  -0.672  -1.842
H  -3.603  0.081  -1.811
H  -0.736  0.985  0.103

(2)
Molecular formula: C5H10ClN4
Method: DFT, the ωB97M-V functional and the def2-TZVPD basis

Results
charge: +1
energy relative to the best compared isomer or geometry (same formula, charge and spin): 1.5192 eV
E_LUMO: -3.69 eV
HOMO-LUMO gap: 11.01 eV
E: -23822.6441 eV

Geometry (Å):
C  0.731  1.653  -0.925
C  2.016  -0.190  0.002
C  -0.529  0.328  0.669
C  -1.339  -1.271  -1.147
C  -1.540  -0.686  0.208
N  -0.277  1.365  -0.277
N  1.856  0.794  -0.929
N  1.037  -0.542  0.732
N  -0.567  0.774  1.984
Cl  3.789  -0.584  0.250
H  0.879  2.531  -1.555
H  -1.096  -0.644  -2.012
H  -2.235  -1.732  -1.368
H  -0.653  -2.142  -1.374
H  -1.711  -1.574  0.834
H  -2.416  -0.010  0.269
H  2.670  1.120  -1.369
H  1.346  -1.203  1.471
H  -0.632  1.797  2.108
H  -1.330  0.218  2.427

(3)
Molecular formula: C9H18B3Br2FO6
Method: DFT, the ωB97M-V functional and the def2-TZVPD basis

Results
E_LUMO: 0.26 eV
HOMO-LUMO gap: 10.33 eV
E: -166751.8150 eV

Geometry (Å):
C  -2.526  -4.248  -2.701
C  -1.254  -4.446  -1.906
O  -0.474  -3.239  -1.999
C  0.564  -3.118  -1.133
O  0.566  -3.613  -0.037
C  1.661  -2.249  -1.702
C  1.186  -0.794  -1.859
C  1.045  -0.097  -0.504
B  0.546  1.373  -0.567
O  -0.061  1.940  -1.680
B  -1.208  2.657  -1.408
F  -2.178  2.697  -2.294
O  -1.346  3.301  -0.200
B  -0.656  2.720  0.855
C  -1.371  2.618  2.255
Br  -2.839  1.380  1.911
C  -0.562  2.230  3.483
C  0.542  3.241  3.757
Br  0.190  0.437  3.371
O  0.593  2.196  0.574
H  -3.266  -3.688  -2.130
H  -2.947  -5.214  -2.980
H  -2.313  -3.705  -3.622
H  -1.462  -4.653  -0.857
H  -0.652  -5.263  -2.312
H  2.492  -2.306  -0.999
H  1.948  -2.650  -2.675
H  1.900  -0.266  -2.492
H  0.219  -0.812  -2.365
H  1.997  -0.108  0.039
H  0.323  -0.630  0.129
H  -1.842  3.578  2.479
H  -1.233  2.190  4.340
H  0.124  4.251  3.780
H  0.977  3.049  4.737
H  1.346  3.183  3.027
O  3.433  2.800  1.585
H  2.534  2.711  1.247
H  4.005  2.548  0.855